ORCA calculation (wB97M-V/def2-TZVPD) on an isolated ion of composition C2H6IN3 and charge +2 in a non-equilibrium geometry.

SMILES string   N/C=[NH+]/C(=[NH2+])I
E_LUMO   -10.3 eV
Charge   +2
E   -14723.02342 eV
2S+1   1

Atoms and positions in Å:
C  -0.2043  -0.4865  0.8156
C  -0.2831  0.6370  -1.2127
N  0.0342  -1.4813  1.5332
N  0.4141  1.7383  -0.6013
N  -0.1930  -0.5192  -0.4667
I  -1.2267  0.7721  -2.9930
H  -0.2421  0.4302  1.2800
H  0.1874  -1.6391  2.5059
H  0.2984  -2.2921  0.8817
H  1.0839  1.6774  0.1632
H  0.3205  2.6166  -1.0322
H  -0.1894  -1.4534  -0.8737